No. 1
Density functional theory data (wB97M-V/def2-TZVPD) for a molecular structure, C15H10MoN5O4S2.

The calculation puts the LUMO energy (spin up / spin down) at -14.9 / -14.9 eV. The calculation puts the HOMO-LUMO gap (spin up / spin down) at 3.06 / 3.06 eV. As for the net charge: +3. The energy above the lowest of the compared OMol25 structures with the same formula, charge and spin is 3.709 eV.

Last column: natural (NBO) charge in e.
Geometry (Å):
Mo 0.151 0.283 0.938  1.341
S 2.363 -0.272 0.847  0.457
S 0.584 0.102 3.210  0.513
O -5.512 -5.160 0.477  -0.324
O -3.256 -0.743 -0.557  -0.358
O -4.296 -6.973 0.489  -0.302
O -1.190 -0.585 0.364  -0.525
N -0.824 4.230 0.125  -0.229
N -0.005 2.234 0.525  -0.585
N 2.836 2.375 5.327  0.055
N 5.323 1.644 1.767  0.040
N -4.478 -5.783 0.444  0.522
C 2.103 0.530 2.418  -0.461
C 4.329 1.505 2.338  0.145
C -0.934 -3.425 0.107  -0.147
C -2.364 -1.375 -0.145  0.787
C -0.833 -4.791 0.265  -0.191
C -1.118 3.028 0.564  0.279
C -1.988 -5.564 0.387  -0.114
C -3.220 -4.939 0.315  0.123
C 3.094 1.298 3.008  0.045
C 1.032 3.038 0.016  -0.075
C 0.518 4.261 -0.225  0.015
C -2.195 -2.815 0.048  -0.236
C 2.951 1.866 4.297  0.144
C -1.750 5.360 0.012  -0.434
C -3.360 -3.584 0.132  -0.133
H -2.467 5.185 -0.790  0.267
H -0.029 -2.844 -0.054  0.192
H -2.299 5.498 0.942  0.262
H -1.190 6.262 -0.212  0.266
H 0.132 -5.280 0.276  0.258
H 1.002 5.142 -0.617  0.295
H -2.090 2.718 0.918  0.268
H 2.031 2.682 -0.166  0.264
H -4.338 -3.126 0.056  0.291
H -1.924 -6.635 0.520  0.291

---

No. 2
Density functional theory data (wB97M-V/def2-TZVPD) for a molecular structure, C15H10O6PdSTe.

The calculation puts the LUMO energy (spin up / spin down) at -0.2 / -3.0 eV. As for the multiplicity: 5. The calculation puts the HOMO-LUMO gap (spin up / spin down) at 7.71 / 6.28 eV.

Last column: natural (NBO) charge in e.
Geometry (Å):
Te -1.622 0.319 2.949  0.493
Pd 0.996 0.318 2.338  0.765
S 2.793 -0.855 1.685  -0.025
O 0.975 2.596 2.677  -0.710
O 2.325 1.958 6.004  -0.502
O 0.282 -1.205 -4.551  -0.555
O 0.982 0.889 -4.675  -0.659
O 1.528 0.436 4.495  -0.699
O 1.756 4.064 4.261  -0.502
C 1.379 -0.358 -2.627  -0.126
C 0.834 -0.283 -4.021  0.763
C 1.443 3.076 3.703  0.804
C 2.249 -1.756 -0.863  -0.222
C 1.768 -1.611 -2.148  -0.174
C -3.838 -0.396 1.035  -0.217
C 1.879 1.491 5.019  0.787
C -4.403 -0.825 -0.157  -0.197
C 1.473 0.749 -1.798  -0.202
C -1.636 -0.728 0.089  -0.231
C 1.940 0.613 -0.495  -0.257
C -2.451 -0.343 1.160  -0.331
C 2.322 -0.647 -0.007  -0.186
C -2.208 -1.158 -1.096  -0.154
C -3.591 -1.205 -1.218  -0.195
H 1.154 1.730 -2.133  0.218
H 2.023 1.496 0.132  0.241
H 1.674 -2.466 -2.804  0.245
H -0.556 -0.694 0.177  0.215
H -4.038 -1.539 -2.145  0.224
H 2.542 -2.730 -0.496  0.234
H 1.549 1.489 -4.175  0.486
H -5.479 -0.863 -0.255  0.222
H -1.574 -1.455 -1.922  0.222
H -4.471 -0.102 1.862  0.224

---

No. 3
Density functional theory data (wB97M-V/def2-TZVPD) for a molecular structure, C15H11BCo2O6.

The calculation puts the LUMO energy at -1.6 eV. The calculation puts the HOMO-LUMO gap at 6.75 eV. The energy above the lowest of the compared OMol25 structures with the same formula, charge and spin is 1.626 eV.

Last column: natural (NBO) charge in e.
Geometry (Å):
Co 0.382 1.650 1.305  0.017
Co 1.665 -0.438 0.500  -0.046
O 3.904 1.391 0.858  -0.500
O 1.972 4.070 0.914  -0.490
O 1.918 -1.303 3.317  -0.490
O 3.472 -2.656 -0.282  -0.449
O -2.265 2.824 1.044  -0.473
O 0.560 1.236 4.201  -0.489
C 0.064 0.042 0.140  -0.362
C 0.780 0.052 -2.441  -0.587
C -1.298 -0.729 0.605  -0.034
C 1.656 -0.949 2.242  0.542
C -1.653 -0.955 1.975  -0.172
C 2.865 0.867 0.738  0.496
C 0.505 1.348 3.058  0.466
C 1.354 3.090 1.063  0.470
C -3.748 -1.874 1.206  -0.213
C 0.789 0.137 -0.980  0.094
C -2.134 -1.189 -0.436  -0.220
C -3.372 -1.703 -0.122  -0.202
C -1.201 2.395 1.176  0.610
C 2.736 -1.818 -0.044  0.612
C -2.900 -1.506 2.250  -0.206
B 1.509 0.895 -4.457  -0.148
H 1.339 -0.931 -2.735  0.291
H -0.981 -0.701 2.781  0.204
H -0.287 0.058 -2.797  0.260
H -1.763 -1.077 -1.431  0.200
H -3.206 -1.644 3.264  0.218
H -4.755 -2.333 1.431  0.220
H 1.443 0.851 -3.010  0.206
H 2.118 -0.082 -4.879  -0.022
H -4.002 -1.953 -0.944  0.216
H 0.401 1.015 -4.991  -0.018
H 2.132 1.918 -4.520  0.000

---

No. 4
Density functional theory data (wB97M-V/def2-TZVPD) for a single C15H11N5OS molecule.

The calculation puts the LUMO energy at 0.2 eV. The calculation puts the HOMO-LUMO gap at 8.67 eV. Its SMILES is c1cncc(-c2nnc(SCc3nc4ccccc4[nH]3)o2)c1.

Last column: natural (NBO) charge in e.
Geometry (Å):
S -0.571 -1.312 -1.602  0.278
O 1.906 -1.493 -0.672  -0.413
N 1.492 0.462 -1.595  -0.327
N 2.764 0.466 -1.176  -0.263
N -2.187 1.693 -0.350  -0.435
N 6.521 -0.645 0.478  -0.407
N -3.591 0.104 -1.033  -0.558
C -5.808 1.485 1.581  -0.208
C 4.376 -2.409 0.503  -0.145
C 4.248 -1.136 -0.052  -0.166
C -3.683 2.643 1.423  -0.193
C -5.484 0.610 0.565  -0.265
C 3.008 -0.687 -0.633  0.442
C -1.380 0.248 -2.176  -0.552
C 5.596 -2.774 1.041  -0.253
C 1.005 -0.703 -1.284  0.289
C -3.334 1.772 0.397  0.066
C -4.238 0.766 -0.021  0.167
C 6.636 -1.855 1.003  0.045
C 5.363 -0.290 -0.036  0.083
C -2.369 0.710 -1.180  0.357
C -4.924 2.482 2.001  -0.228
H -2.999 3.411 1.744  0.226
H -6.770 1.399 2.066  0.214
H -3.932 -0.690 -1.548  0.416
H 5.295 0.702 -0.457  0.216
H 7.609 -2.095 1.411  0.196
H -1.849 0.011 -3.131  0.236
H 5.738 -3.749 1.480  0.223
H 3.535 -3.087 0.507  0.228
H -6.168 -0.160 0.241  0.213
H -5.227 3.141 2.801  0.214
H -0.581 0.976 -2.293  0.303

---

Number 1: total energy -2015.5709 hartree. Number 2: total energy -1823.0737 hartree. Number 3: total energy -3819.7892 hartree. Number 4: total energy -1325.4197 hartree.